(1)
Below is a molecular structure, C34H33FN3O4P2SSn in a non-equilibrium geometry, with properties calculated with ωB97M-V with the def2-TZVPD basis set.

Computed properties:
frontier orbital gap	7.753	eV
charge	+1

Last column: natural (NBO) charge in e.
Element x y z (Å)
Sn1 2.870 0.683 1.760  1.0146
C1 -2.637 -3.348 -2.402  -0.7465
S1 -3.539 -2.458 -1.110  0.1832
C2 -2.982 -0.772 -1.501  -0.5312
C3 -1.592 -0.430 -0.966  -0.4324
C4 -1.637 -0.058 0.517  -0.2294
N1 -0.320 0.240 1.101  -1.0785
P1 0.551 1.703 0.907  1.2038
C5 -0.233 2.749 2.188  -0.3274
C6 -1.561 3.160 2.085  -0.2307
C7 -2.162 3.833 3.136  -0.1808
C8 -1.441 4.114 4.290  -0.1870
C9 -0.105 3.756 4.379  -0.2035
C10 0.495 3.077 3.330  -0.2249
C11 0.332 2.773 -0.543  -0.3928
C12 -0.809 2.976 -1.307  -0.2122
C13 -0.801 3.933 -2.311  -0.1784
C14 0.329 4.701 -2.545  -0.1852
C15 1.470 4.510 -1.778  -0.2157
C16 1.470 3.545 -0.785  -0.1339
P2 0.699 -0.930 1.824  1.1606
C17 -0.091 -1.295 3.415  -0.3368
C18 -0.596 -0.239 4.175  -0.2241
C19 -1.120 -0.479 5.433  -0.1901
C20 -1.128 -1.770 5.945  -0.1764
C21 -0.603 -2.818 5.204  -0.1888
C22 -0.074 -2.586 3.943  -0.2127
C23 0.734 -2.531 0.990  -0.4522
C24 1.971 -3.012 0.563  -0.1104
C25 2.074 -4.280 0.018  -0.2162
C26 0.944 -5.070 -0.104  -0.1613
C27 -0.289 -4.598 0.326  -0.1971
C28 -0.400 -3.336 0.881  -0.1835
H1 -2.928 -4.393 -2.331  0.2376
H2 -1.562 -3.258 -2.243  0.2195
H3 -2.930 -2.955 -3.376  0.2198
H4 -3.740 -0.115 -1.071  0.2228
H5 -3.012 -0.674 -2.586  0.2294
H6 -1.182 0.408 -1.531  0.2218
H7 -0.903 -1.265 -1.109  0.2266
H8 -2.086 -0.871 1.093  0.2224
H9 -2.276 0.818 0.657  0.2019
H10 -2.122 2.957 1.183  0.2145
H11 -3.196 4.141 3.056  0.2290
H12 -1.922 4.615 5.119  0.2306
H13 0.467 4.000 5.264  0.2303
H14 1.541 2.793 3.396  0.2057
H15 -1.704 2.392 -1.140  0.2141
H16 -1.685 4.080 -2.917  0.2295
H17 0.325 5.446 -3.329  0.2318
H18 2.354 5.107 -1.954  0.2287
H19 2.365 3.372 -0.195  0.2003
H20 -0.582 0.765 3.769  0.2281
H21 -1.515 0.343 6.015  0.2264
H22 -1.538 -1.957 6.929  0.2293
H23 -0.602 -3.821 5.609  0.2289
H24 0.343 -3.405 3.374  0.2315
H25 2.852 -2.388 0.663  0.2097
H26 3.033 -4.643 -0.324  0.2301
H27 1.018 -6.058 -0.539  0.2305
H28 -1.176 -5.213 0.237  0.2300
H29 -1.363 -2.992 1.229  0.2322
F1 1.485 2.050 -6.197  -0.2908
C29 1.507 0.936 -5.464  0.2365
C30 2.357 0.814 -4.440  -0.0082
N2 2.412 -0.322 -3.664  -0.4113
C31 3.335 -0.396 -2.551  -0.3186
C32 2.699 0.093 -1.252  0.8115
O1 1.567 0.543 -1.255  -0.6601
O2 3.489 0.058 -0.222  -0.8333
C33 1.527 -1.364 -3.861  0.7961
O3 1.490 -2.334 -3.133  -0.6337
N3 0.701 -1.217 -4.948  -0.6294
C34 0.573 -0.126 -5.818  0.5971
O4 -0.232 -0.125 -6.712  -0.5415
H30 3.040 1.613 -4.188  0.2325
H31 4.204 0.226 -2.762  0.2382
H32 3.668 -1.423 -2.404  0.2643
H33 0.085 -1.996 -5.135  0.4356


(2)
Below is a molecular structure, C34H33GeN3ORuS3 in a non-equilibrium geometry, with properties calculated with ωB97M-V with the def2-TZVPD basis set.

Computed properties:
frontier orbital gap	6.567	eV
charge	+2
energy relative to the best compared isomer or geometry (same formula, charge and spin)	0.829	eV

Last column: Löwdin charge in e.
Element x y z (Å)
Ru1 1.005 -0.060 -0.018  1.1693
C1 3.162 -3.808 -0.849  -0.0178
C2 4.439 -3.508 -0.402  -0.0110
C3 4.679 -2.263 0.157  0.0279
C4 3.632 -1.361 0.267  -0.1937
N1 2.386 -1.660 -0.158  -0.0292
C5 2.171 -2.853 -0.716  -0.1067
C6 3.757 -0.013 0.837  -0.1831
C7 4.900 0.505 1.426  0.0272
C8 4.870 1.779 1.968  -0.0076
C9 3.690 2.504 1.905  -0.0095
C10 2.588 1.942 1.293  -0.0973
N2 2.618 0.708 0.764  -0.0597
H1 2.934 -4.759 -1.310  0.1219
H2 5.241 -4.227 -0.499  0.1282
H3 5.672 -1.999 0.490  0.1216
H4 1.169 -3.026 -1.091  0.1073
H5 5.802 -0.085 1.475  0.1214
H6 5.751 2.193 2.437  0.1287
H7 3.614 3.500 2.315  0.1275
H8 1.649 2.471 1.197  0.1011
C11 -3.918 -0.644 0.806  -0.1854
Ge1 -3.146 0.441 2.233  0.8834
C12 -3.900 0.038 3.986  -0.2093
C13 -3.160 2.338 1.800  -0.1925
C14 -1.157 -0.080 2.382  -0.1780
H9 -5.002 -0.658 0.926  0.0413
H10 -3.596 -1.684 0.849  0.0086
H11 -3.687 -0.235 -0.179  0.0045
H12 -4.932 0.385 4.033  0.0325
H13 -3.345 0.543 4.777  0.0286
H14 -3.897 -1.032 4.192  0.0267
H15 -4.183 2.707 1.721  0.0375
H16 -2.662 2.494 0.844  -0.0003
H17 -2.656 2.922 2.570  0.0328
H18 -0.889 -0.599 3.302  0.0993
H19 -0.528 0.794 2.246  0.0538
N3 -0.809 -1.018 1.324  0.0500
C15 -1.006 -2.008 0.752  0.0308
C16 -1.183 -3.284 0.179  -0.2198
C17 -1.975 -3.435 -0.970  -0.0073
C18 -2.155 -4.703 -1.487  -0.0259
C19 -1.560 -5.798 -0.870  -0.0128
C20 -0.779 -5.642 0.273  -0.0343
C21 -0.582 -4.387 0.808  -0.0096
H20 -2.435 -2.568 -1.423  0.0852
H21 -2.766 -4.850 -2.367  0.1256
H22 -1.712 -6.787 -1.281  0.1270
H23 -0.337 -6.509 0.744  0.1244
H24 0.015 -4.249 1.700  0.1330
O1 -0.460 1.287 -0.011  -0.3100
C22 -0.356 2.005 -1.204  -0.5791
C23 1.014 1.510 -1.749  -0.4624
C24 1.366 0.211 -2.168  -0.2607
C25 2.762 0.135 -2.535  -0.1691
C26 3.402 1.309 -2.393  -0.3480
S1 2.366 2.571 -1.847  1.0957
C27 -1.560 1.663 -2.062  -0.4291
C28 -2.580 2.479 -2.452  -0.1053
C29 -3.629 1.790 -3.120  -0.1468
C30 -3.398 0.457 -3.225  -0.3794
S2 -1.893 0.030 -2.526  1.0300
C31 -0.293 3.495 -0.927  -0.5243
C32 -0.368 4.077 0.306  -0.1308
C33 -0.268 5.490 0.256  -0.1535
C34 -0.122 5.955 -1.015  -0.3705
S3 -0.115 4.688 -2.160  1.0622
H25 0.657 -0.525 -2.520  0.0702
H26 3.226 -0.761 -2.923  0.1192
H27 4.435 1.527 -2.615  0.0883
H28 -2.601 3.539 -2.251  0.1033
H29 -4.513 2.273 -3.507  0.1172
H30 -4.013 -0.291 -3.698  0.0771
H31 -0.507 3.508 1.214  0.0988
H32 -0.310 6.133 1.123  0.1114
H33 -0.027 6.976 -1.347  0.0791


(3)
Below is a molecular structure, C34H33IrN8O in a non-equilibrium geometry, with properties calculated with ωB97M-V with the def2-TZVPD basis set.

Computed properties:
frontier orbital gap	5.612	eV
charge	+2
energy relative to the best compared isomer or geometry (same formula, charge and spin)	2.936	eV

Last column: Löwdin charge in e.
Element x y z (Å)
Ir1 -0.062 -0.440 0.392  1.4274
C1 4.849 2.051 -0.762  -0.0632
C2 3.840 1.475 -1.525  -0.0700
C3 2.594 1.265 -0.982  -0.0438
C4 2.312 1.664 0.334  -0.3247
C5 3.353 2.202 1.117  -0.0181
C6 4.603 2.380 0.566  -0.0604
N1 1.044 1.528 0.824  0.0227
C7 0.417 2.542 1.443  -0.2092
C8 0.715 3.892 1.156  -0.0076
C9 -0.017 4.928 1.698  -0.0294
C10 -1.095 4.660 2.543  -0.0599
C11 -1.416 3.357 2.860  0.0018
C12 -0.685 2.277 2.340  -0.2172
N2 -1.067 1.056 2.706  0.1361
N3 -0.626 -0.067 2.280  -0.1319
C13 -1.114 -1.242 2.765  -0.3436
C14 -1.711 -1.449 4.016  0.0297
C15 -2.191 -2.711 4.292  -0.0231
C16 -2.057 -3.725 3.342  -0.0244
C17 -1.423 -3.435 2.142  -0.1106
N4 -0.959 -2.230 1.864  0.0352
H1 5.810 2.251 -1.206  0.1106
H2 4.020 1.212 -2.554  0.1079
H3 1.782 0.875 -1.576  0.0835
H4 3.165 2.444 2.154  0.1244
H5 5.399 2.796 1.163  0.1144
H6 1.523 4.106 0.472  0.1241
H7 0.247 5.949 1.471  0.1225
H8 -1.681 5.470 2.947  0.1139
H9 -2.232 3.137 3.530  0.1223
H10 -1.793 -0.632 4.714  0.1203
H11 -2.666 -2.911 5.240  0.1246
H12 -2.433 -4.716 3.538  0.1168
H13 -1.286 -4.192 1.383  0.1236
C18 3.154 -3.160 2.099  0.0046
C19 2.155 -2.190 1.981  -0.0800
N5 1.680 -1.795 0.818  0.0201
C20 2.217 -2.300 -0.311  -0.1370
C21 3.300 -3.205 -0.292  -0.1174
C22 3.736 -3.666 0.961  0.0432
C23 3.884 -3.622 -1.521  0.0165
C24 3.393 -3.184 -2.706  0.0150
C25 2.239 -2.349 -2.762  -0.1195
C26 1.648 -1.935 -3.966  0.0429
C27 0.483 -1.202 -3.918  -0.0003
C28 -0.068 -0.866 -2.681  -0.0859
N6 0.505 -1.176 -1.528  -0.0573
C29 1.632 -1.927 -1.559  -0.1509
H14 3.451 -3.502 3.077  0.1248
H15 1.715 -1.737 2.857  0.1226
H16 4.515 -4.411 1.012  0.1362
H17 4.729 -4.291 -1.483  0.1315
H18 3.843 -3.482 -3.639  0.1303
H19 2.111 -2.189 -4.907  0.1358
H20 -0.008 -0.886 -4.823  0.1231
H21 -1.000 -0.319 -2.633  0.1123
C30 -1.962 3.013 -1.332  -0.0209
N7 -2.912 1.994 -1.752  -0.0982
C31 -4.006 2.456 -2.584  -0.0339
C32 -2.801 0.816 -1.089  -0.4568
O1 -1.852 0.744 -0.256  -0.1484
N8 -3.593 -0.262 -1.288  -0.1022
C33 -4.795 -0.440 -2.084  -0.0254
C34 -3.345 -1.464 -0.506  -0.0379
H22 -1.972 3.829 -2.044  0.0960
H23 -0.959 2.593 -1.293  0.0824
H24 -2.218 3.396 -0.342  0.1019
H25 -3.823 3.495 -2.846  0.0944
H26 -4.961 2.430 -2.059  0.1029
H27 -4.063 1.896 -3.520  0.0992
H28 -5.150 0.465 -2.552  0.0587
H29 -5.588 -0.821 -1.435  0.1060
H30 -4.608 -1.189 -2.859  0.1058
H31 -2.374 -1.416 -0.014  0.0254
H32 -3.370 -2.332 -1.168  0.1044
H33 -4.122 -1.579 0.255  0.1113


Number 1: E_HOMO -10.83 eV. Number 2: E_HOMO -13.27 eV. Number 3: E_HOMO -12.33 eV.